Entry 1:
DFT (ωB97M-V/def2-TZVPD) results for a single C3H4N2 molecule at a distorted geometry.

2S+1 = 1
DFT total energy = -6155.6811 eV
energy relative to the best compared isomer or geometry (same formula, charge and spin) = 21.20 kJ/mol
E_HOMO = -8.725 eV
total charge = 0
SMILES = c1c[nH]cn1
Kohn-Sham gap = 9.586 eV

Geometry as XYZ:
```
9
Properties=species:S:1:pos:R:3:forces:R:3:mulliken_charge:R:1
N -0.219 1.197 0.182 1.078 -0.454 0.008 -0.554
H -2.026 0.411 0.926 -0.128 -0.463 0.023 0.387
C -0.445 -1.020 0.124 -3.720 -1.646 1.191 -0.353
H -0.848 -2.051 0.199 0.576 0.952 -0.142 0.327
C 0.866 0.600 -0.299 -0.597 2.145 -0.278 -0.157
C -1.073 0.171 0.491 1.489 -0.542 -0.785 -0.202
N 0.732 -0.718 -0.412 0.868 0.197 0.135 0.002
H 1.742 1.090 -0.655 0.343 0.366 -0.097 0.372
H 1.456 -1.306 -0.758 0.091 -0.554 -0.057 0.178
```
Forces are in eV/Å.

=====

Entry 2:
DFT (ωB97M-V/def2-TZVPD) results for an isolated ion of composition C5H13N and charge +1 at a distorted geometry.

2S+1 = 2
DFT total energy = -6876.6101 eV
energy relative to the best compared isomer or geometry (same formula, charge and spin) = 111.01 kJ/mol
⟨S²⟩ = 0.7545
E_HOMO (spin up / spin down) = -15.246 / -15.242 eV
total charge = +1
Kohn-Sham gap (spin up / spin down) = 11.673 / 6.198 eV

Geometry as XYZ:
```
19
Properties=species:S:1:pos:R:3:forces:R:3:mulliken_charge:R:1
C 0.581 1.348 0.257 2.645 0.480 0.803 -0.497
C 0.350 -1.168 -0.372 0.557 1.222 1.176 -0.735
H -1.487 -1.912 1.494 -0.303 -0.125 -0.177 0.324
H 0.698 -0.336 1.557 -0.120 0.398 0.025 0.369
H 1.026 2.822 -1.108 0.898 0.142 -0.169 0.344
H 2.089 -0.149 0.580 -0.055 0.133 -0.329 0.391
C -1.167 -0.993 -0.429 -0.189 0.434 0.007 -0.232
H 1.019 1.244 -1.750 1.083 -0.088 -0.132 0.326
H -2.942 -1.132 0.852 0.017 -0.113 -0.219 0.376
H 0.899 -1.157 -1.311 -0.441 -0.236 -0.477 0.412
C -1.861 -1.046 0.930 0.352 -0.812 1.045 -1.216
H -1.481 -0.024 -0.843 0.293 -0.227 -0.579 0.203
H -1.700 -0.237 1.659 0.239 0.321 -0.637 0.290
N 1.232 1.835 -0.938 -3.734 0.048 0.262 -0.110
H -1.551 -1.786 -1.067 -0.258 0.131 -0.046 0.353
H 0.926 2.026 1.066 -0.050 -0.143 -0.102 0.373
H 0.580 -2.106 0.132 0.014 -0.190 -0.252 0.341
C 1.000 -0.075 0.539 -0.730 -1.244 0.472 -0.700
H -0.497 1.587 0.294 -0.219 -0.131 -0.671 0.388
```
Forces are in eV/Å.